1.
68
Properties=species:S:1:pos:R:3 method="wB97M-V/def2-TZVPD" total_charge=+1 e_homo_ev=-10.97 orbital_gap_ev=6.108
N -0.780 0.596 -1.612
N 1.338 0.490 -1.456
N 1.036 0.058 -2.736
C -2.835 1.635 -2.517
C -0.259 0.109 -2.835
C -2.212 -1.046 -3.971
C -2.536 1.212 -0.154
C 2.714 0.666 -1.275
C -2.320 -1.832 3.526
C 0.225 0.297 1.760
C -1.949 0.852 2.845
C -0.374 -0.096 -5.288
C 5.350 -1.368 3.794
C 5.475 0.776 -1.015
C -3.175 0.432 3.324
C 3.512 0.256 -2.339
C -0.908 -0.096 2.557
C -3.797 1.729 0.124
C 1.525 -0.177 2.218
C 1.983 -1.507 2.048
C 4.899 0.379 -2.234
C -3.396 -0.930 3.566
C 3.213 -1.894 2.573
C -4.609 2.148 -0.942
C -1.032 -0.470 -6.454
C 0.253 0.693 -0.680
C 3.540 0.322 3.503
C -2.865 -1.385 -5.151
C -2.290 -1.079 -6.389
C 4.647 1.200 0.042
C -2.091 1.118 -1.455
C -0.991 -0.324 -4.035
C -4.118 2.135 -2.252
C 4.002 -0.980 3.283
C -4.786 -1.378 3.875
C -1.078 -1.424 3.058
C 2.320 0.720 2.988
C 3.264 1.274 -0.141
H 6.564 0.742 -0.895
H -0.567 -0.291 -7.420
H 5.388 -2.441 4.009
H 3.595 -2.916 2.454
H 4.158 1.009 4.088
H -2.634 -1.308 -2.997
H -2.821 -1.332 -7.304
H 3.037 -0.148 -3.233
H -4.141 1.797 1.155
H 0.165 1.297 1.310
H -1.779 1.911 2.642
H 6.121 -1.141 3.042
H 1.359 -2.232 1.516
H -5.625 2.498 -0.738
H -3.824 -1.895 -5.097
H 5.501 0.128 -3.103
H -3.995 1.140 3.490
H 5.601 -0.816 4.710
H 0.596 0.400 -5.329
H -1.843 0.842 0.598
H -5.492 -1.087 3.083
H -2.495 -2.869 3.836
H -4.738 2.507 -3.069
H -5.128 -0.905 4.803
H 2.587 1.756 0.567
H 5.091 1.468 1.003
H 1.932 1.716 3.211
H -2.448 1.640 -3.534
H -0.237 -2.124 3.046
H -4.822 -2.463 4.003

=====

2.
20
Properties=species:S:1:pos:R:3 method="wB97M-V/def2-TZVPD" total_charge=-1 e_above_lowest_kj_mol=257.0 e_homo_ev="1.56 / -4.43" s2=0.75 orbital_gap_ev="2.359 / 8.445" multiplicity=2
N 0.864 -2.684 0.473
N 1.603 -0.402 0.276
N -1.673 1.158 -0.414
C 0.779 0.440 -0.531
C -2.755 1.992 -0.008
C 1.766 -1.800 -0.210
C -0.351 1.338 0.288
H -3.209 1.441 0.819
H -3.601 2.334 -0.802
H 2.878 -2.106 -0.081
H 1.453 -1.643 -1.313
H -0.153 2.468 0.352
H -1.824 0.263 -0.635
H -2.483 2.949 0.494
H 1.231 -2.951 1.342
H -0.406 0.811 1.307
H 2.343 -0.133 0.883
H 1.406 1.082 -1.187
H 0.321 -0.336 -1.102
H -0.143 -2.501 0.337

=====

3.
13
Properties=species:S:1:pos:R:3 method="wB97M-V/def2-TZVPD" e_above_lowest_kj_mol=513.8 e_homo_ev=-8.85 orbital_gap_ev=8.321
Cl -1.831 -0.537 -1.051
S 2.371 0.640 -0.431
S 0.738 -1.480 0.759
N -1.644 0.894 1.489
C -0.790 1.640 0.494
C -0.388 0.416 -0.529
C 0.913 -0.146 -0.148
H -1.209 0.107 2.111
H 0.389 1.746 0.916
H -1.167 2.540 -0.283
H 0.191 0.902 -1.445
H -0.782 -1.264 0.783
H -2.946 0.830 1.194

=====

no.,maximum force (eV Å⁻¹)
1,3.1
2,6.4
3,6.2